# C10H22Cl8INO8P2S

A cluster of 3 separate species, C10H22Cl8INO8P2S in total in a non-equilibrium geometry (ωB97M-V/def2-TZVPD, the OMol25 dataset).

The geometry in XYZ format:
```
53
Properties=species:S:1:pos:R:3:forces:R:3
C -3.994093 -1.375985 -2.195772 -0.57 0.37 1.66
O -4.982106 -4.721329 -2.497803 1.12 4.84 4.02
H 0.142691 2.831398 2.781947 -0.38 -1.06 0.35
H 8.274099 -0.739660 1.609789 -0.20 0.03 0.05
H 0.324333 2.286229 4.458131 -0.13 0.01 -0.08
Cl 0.868709 7.582527 0.915595 0.03 -0.01 0.03
I -0.443297 -1.166504 0.594907 -2.13 -0.85 -0.93
C -0.301432 2.207801 3.564512 -0.11 -0.13 -0.08
H -2.778787 -3.287808 -2.698922 -0.17 2.06 1.09
Cl 0.385483 4.864355 2.930026 0.44 1.72 -0.06
H -5.864330 0.292434 -3.804446 1.44 -0.43 -1.77
O -3.306677 -1.921811 -5.078860 -2.52 2.91 0.93
P -3.768793 -0.660938 -3.957279 3.97 4.65 -2.31
C -2.829153 -2.471526 -1.834751 -0.29 -1.64 -0.34
H 7.049475 -1.255697 3.666734 -0.02 0.12 -0.16
Cl 5.143154 0.084381 3.410676 -0.01 -0.01 -0.05
H -4.113904 -0.383496 -0.337349 0.15 0.06 -1.08
C -0.691075 5.441724 1.633485 -0.25 0.19 -0.48
C -1.721509 2.643132 3.888759 0.25 -0.06 0.44
Cl -2.744709 2.739827 2.433724 -0.12 -0.15 -0.06
C 3.702125 -3.521676 -0.945358 -0.06 0.12 -0.39
H -0.613170 -4.013882 -2.548551 1.25 1.11 1.39
H -1.392478 6.160410 2.069431 0.26 -0.12 -0.06
P -1.001098 -1.934540 -1.705280 1.41 -0.42 -0.63
C 0.081565 6.047106 0.472535 -0.11 -0.22 -0.05
H -0.601517 6.268751 -0.353043 0.03 -0.06 0.22
O -0.087126 -3.434836 -1.895370 -2.95 0.44 -0.76
H 3.782222 -1.712431 -2.110369 -0.04 -0.13 0.12
O -5.209457 0.125012 -4.570769 0.99 -2.04 2.93
H -5.178234 0.155668 -1.497309 1.73 -0.39 0.27
H -2.201172 1.959912 4.596469 0.09 0.06 -0.26
H -3.694666 -1.644205 -5.974407 0.76 -0.60 1.66
H 2.752278 -3.909686 -1.326094 0.12 0.16 0.19
H 6.055518 -1.791220 2.301062 0.03 0.25 0.03
H 4.678546 -1.610488 -0.585244 -0.21 -0.15 -0.05
O -2.621122 0.459845 -3.872116 -4.51 -4.83 -0.25
H -1.262413 4.575425 1.287957 0.17 0.15 0.01
S -4.934724 -3.681049 -1.327734 -2.73 -5.61 1.17
O -5.271350 -2.111357 -1.914583 1.37 -2.49 0.07
Cl 2.366446 -1.210014 -0.310762 1.11 -0.22 -0.44
H -1.711136 3.642214 4.334892 0.08 -0.21 -0.14
C 7.397164 -0.135325 1.860934 0.18 -0.13 0.30
O -5.795684 -4.226810 -0.129266 3.58 3.53 -4.61
C 3.773851 -2.007202 -1.057122 0.45 -0.02 -0.11
C 6.484357 -0.913404 2.795088 0.19 -0.16 -0.09
O -3.360262 -3.278638 -0.710895 -2.63 0.44 -2.35
Cl 3.894870 -4.082536 0.734434 -0.01 0.02 0.08
H 0.852676 5.364754 0.101719 -0.14 0.15 0.18
H 7.745737 0.794988 2.319994 -0.20 -0.17 -0.11
H 4.511465 -3.975762 -1.525086 -0.08 0.15 0.12
N -4.163831 -0.131928 -1.350465 -0.63 -1.42 -0.39
Cl 6.596168 0.273287 0.323125 -0.02 0.06 -0.01
Cl -0.223629 0.510565 3.029080 0.00 0.12 0.80
```
Positions in Å, forces in eV/Å.

Calculated values
- electronic energy (eV) = -166287.14460
- maximum force (hartree/bohr) = 0.133
- LUMO level (eV) = -0.6
- orbital gap (eV) = 8.27
- E_HOMO (hartree) = -0.3247

Results of the Mulliken charge analysis, in e, for atoms 1 through 5:
1. C 0.370
2. O -0.524
3. H 0.106
4. H 0.282
5. H 0.338